Formula: C30H34MgNO9S4
Source: OMol25
Level of theory: ωB97M-V/def2-TZVPD

Summary:
Maximum force in eV Å⁻¹: 1.30
LUMO in eV: 2.212
Charge: -1
Molar mass in g mol⁻¹: 705.2

Positions of all 79 atoms, in Å:
Mg  0.64  0.93  -0.13
C  3.28  1.91  1.83
C  2.40  1.31  2.90
O  2.01  -0.01  2.55
C  2.98  -0.99  2.86
C  2.70  -2.21  2.01
O  2.62  -1.90  0.64
C  3.86  -1.70  0.00
C  3.57  -1.06  -1.34
O  3.01  0.24  -1.16
C  3.97  1.28  -1.09
C  3.27  2.48  -0.48
O  2.51  2.05  0.64
H  4.16  1.28  1.65
H  3.63  2.89  2.15
H  1.49  1.90  2.96
H  2.91  1.33  3.87
H  2.91  -1.26  3.92
H  3.99  -0.61  2.67
H  1.73  -2.62  2.29
H  3.47  -2.96  2.21
H  4.38  -2.65  -0.15
H  4.51  -1.04  0.59
H  2.82  -1.65  -1.86
H  4.47  -1.01  -1.94
H  4.34  1.54  -2.09
H  4.83  0.97  -0.48
H  2.55  2.91  -1.18
H  3.99  3.25  -0.21
C  -4.81  -1.11  -6.11
C  -3.51  -1.03  -5.36
C  -3.45  -1.28  -3.99
C  -2.26  -1.15  -3.29
C  -1.11  -0.77  -3.96
C  -1.14  -0.53  -5.32
C  -2.34  -0.66  -6.01
S  0.39  -0.51  -3.01
O  0.65  -1.73  -2.28
O  1.40  -0.13  -3.98
N  -0.02  0.62  -1.99
C  -0.19  1.95  -2.66
C  -0.03  3.12  -1.68
O  -0.06  4.26  -2.17
O  0.15  2.82  -0.45
H  -5.62  -1.45  -5.46
H  -4.74  -1.80  -6.95
H  -5.09  -0.14  -6.51
H  -4.36  -1.57  -3.46
H  -2.22  -1.33  -2.21
H  -0.22  -0.23  -5.82
H  -2.37  -0.46  -7.08
H  -1.17  2.05  -3.12
H  0.55  2.10  -3.44
O  -0.70  0.56  1.07
C  -1.34  0.01  2.13
C  -2.85  0.26  1.92
C  -3.94  -0.09  2.67
C  -5.16  0.38  2.10
C  -4.96  1.07  0.93
S  -3.30  1.15  0.53
C  -0.94  0.76  3.42
C  -0.94  2.13  3.49
C  -0.52  2.62  4.77
C  -0.21  1.62  5.64
S  -0.42  0.08  4.91
C  -1.16  -1.51  2.20
C  -1.35  -2.45  3.17
C  -1.17  -3.79  2.69
C  -0.86  -3.82  1.36
S  -0.79  -2.25  0.70
H  -3.87  -0.66  3.58
H  -6.13  0.21  2.54
H  -5.70  1.52  0.30
H  -1.20  2.74  2.64
H  -0.46  3.67  5.01
H  0.13  1.70  6.66
H  -1.62  -2.22  4.19
H  -1.27  -4.67  3.31
H  -0.67  -4.68  0.74

Mulliken atomic charge list, values in e, 5 entries:
1 Mg 1.033
2 C -0.707
3 C -0.513
4 O 0.478
5 C -0.770